35
Properties=species:S:1:pos:R:3 method="wB97M-V/def2-TZVPD" total_charge=+2 mol_weight_g_mol=430.72 e_tot_ha=-1780.2253 lumo_energy_ev=-12.49
Pd -5.56730 0.81311 4.24769
S -0.52687 -3.64499 -1.36988
P 1.01236 -2.42809 -1.62491
O 2.34981 -3.30079 -1.73918
O 0.76910 -1.60224 -2.99655
O -0.67083 -2.18223 0.99610
O 2.69507 0.91178 1.90586
N -3.97523 1.20454 -0.13128
N 2.75928 2.27743 -1.43685
C -2.73562 0.16345 2.27872
C 2.94227 0.91549 -1.97532
C -2.67230 0.96555 -0.07438
C 0.37109 1.10296 1.34443
C -0.58034 0.21536 1.05426
C 2.03372 -0.29955 -0.03376
C -0.13133 -1.19379 0.61596
C 1.80750 0.62852 1.17344
C -2.04472 0.46575 1.10855
C 1.06408 -1.20233 -0.29332
C 3.28310 -0.13426 -0.86682
C -4.12048 0.40820 2.20601
C -4.63651 0.94629 0.97822
H 3.01876 -3.07973 -1.07445
H 3.72168 0.91463 -2.73982
H 0.01217 -1.99736 -3.45411
H 3.01102 2.32292 -0.45505
H -4.78853 0.19234 3.08984
H -2.05086 1.17951 -0.93537
H 4.10216 0.29558 -0.29080
H 3.58015 -1.05379 -1.36632
H -5.70142 1.15794 0.95364
H -2.25213 -0.21699 3.16616
H 0.13528 2.10656 1.67494
H 2.01442 0.64481 -2.48253
H 1.77145 2.50344 -1.45312

---

20
Properties=species:S:1:pos:R:3 method="wB97M-V/def2-TZVPD" mol_weight_g_mol=103.16 relative_energy_kj_mol=299.7 smiles="C/C=C/CNC.O" e_tot_ha=-328.2047 lumo_energy_ev=0.74
O -2.10408 -4.54281 0.43361
N 0.86431 -0.73788 -0.58598
C 0.89093 0.54217 -1.38178
C 0.42091 1.79376 -0.54928
C -0.75452 2.01157 0.09710
C 1.92358 -0.71130 0.46038
C -0.99123 2.91364 1.27656
H 2.85415 -0.86584 -0.08416
H 0.88869 -1.56085 -1.14864
H -1.35949 -4.61583 -0.15929
H 0.32278 0.43429 -2.29838
H 1.09968 2.67231 -0.23430
H -1.84109 3.57291 0.99657
H 1.94910 0.57755 -1.59110
H -0.01043 3.28477 1.50529
H -1.45360 2.20241 2.07847
H -2.33740 -3.62739 0.33556
H 1.65349 -1.60357 1.09950
H 1.80660 0.14410 1.03286
H -1.72798 1.59371 -0.31730

---

81
Properties=species:S:1:pos:R:3 method="wB97M-V/def2-TZVPD" s2=8.774 multiplicity=6 mol_weight_g_mol=913.50 relative_energy_kj_mol=0.0 e_tot_ha=-3651.0595 lumo_energy_ev="-0.69 / -3.31"
Ru 0.24185 1.44329 1.08031
S -0.35998 2.97262 -0.48857
P -0.65249 -0.80197 0.88831
F -0.16040 -3.45535 -5.44789
F 3.80359 -5.35900 3.30505
F -6.98816 0.55847 3.20131
F -6.24311 -1.12427 4.47690
F -1.57464 -4.80023 -4.38213
F -2.29274 -2.88334 -5.18781
F 1.87709 -5.98770 4.23579
F -5.57808 0.92633 4.87998
F 2.34676 -6.71594 2.26732
O 0.00636 0.78170 -7.05462
O 2.51989 2.86149 -1.00877
O -0.18699 -0.05463 4.63982
O -2.13121 1.18725 -6.62023
O 2.09141 3.73563 1.11526
O -0.41616 1.45231 2.97400
N 2.08251 1.29306 2.22972
C -0.83632 1.23266 -6.34359
C -5.90881 0.07863 3.88690
C 3.27246 4.28566 0.71582
C 1.85169 0.50940 3.39939
C 4.12287 5.15060 1.34817
C 2.42935 -3.42735 1.67393
C -1.97494 -2.34385 -1.00592
C 2.48843 -5.61498 3.05956
C 1.80016 -4.42703 2.45420
C -0.94681 -2.89292 -3.21019
C -0.31089 -3.31984 2.12732
C 0.42405 -4.35648 2.71599
C 0.62874 1.62264 -4.30631
C 0.12835 -2.04787 -2.84346
C 0.30278 -2.23896 1.53968
C -0.42892 2.27529 -2.17745
C -3.69494 -0.93717 3.58825
C -1.58309 2.61552 -4.29527
C -1.96656 -3.04030 -2.17763
C 5.13069 5.74573 0.48103
C 5.08993 5.58424 -0.91738
C -4.61792 0.18102 1.64290
C -4.75442 -0.21400 2.97534
C 3.45924 3.90888 -0.63014
C 4.32158 4.57061 -1.48609
C 0.35010 0.55690 3.72844
C -2.50333 -1.17112 2.89636
C -1.22201 -3.48172 -4.57545
C -2.30746 -0.72616 1.56615
C -3.44347 -0.15147 0.93524
C 0.14691 -1.32248 -1.64564
C 0.57694 1.61737 -2.92187
C -1.50088 2.75076 -2.93545
C 1.71467 -2.31938 1.28456
C -0.87253 -1.49201 -0.70388
C -0.57739 1.97466 -5.05048
B 1.59237 2.80173 0.07273
H -5.47423 0.57517 1.08167
H 0.93502 -0.64032 -1.34916
H 1.47590 1.22818 -4.81948
H 4.33033 4.32983 -2.54418
H 3.05219 1.15943 1.88985
H -2.82863 -3.71756 -2.31039
H 3.47557 -3.56822 1.38480
H -1.65786 -1.62651 3.35786
H -1.40128 -3.30766 2.22578
H 5.88282 6.37633 1.01490
H 0.90137 -1.85335 -3.61160
H -3.77330 -1.21288 4.62982
H 2.29564 -1.53118 0.80687
H -2.41877 3.05916 -4.78835
H -2.82960 -2.54987 -0.31341
H 0.03428 -5.17302 3.26508
H 2.03106 2.27870 2.48338
H 5.70831 6.18942 -1.63831
H 3.92916 5.44130 2.37270
H 1.43398 1.22969 -2.37946
H 2.28884 0.91831 4.34393
H 2.24453 -0.45371 3.26903
H -2.32080 3.28597 -2.47983
H -3.30760 0.37854 0.00109
H -2.77305 1.21735 -5.86210

---

no.,maximum force (eV Å⁻¹)
1,2.82
2,4.54
3,3.52